{"formula": "C40H70Cl2FeN10O8", "method": "ωB97M-V with the def2-TZVPD basis set", "homo_energy_ev": [-12.5, -12.5], "s_squared": 8.77, "gap_ha": [0.2064, 0.1038], "e_tot_ha": -4898.66217, "charge": 1, "spin_multiplicity": 6, "symbols": ["Fe", "Cl", "O", "O", "O", "O", "Cl", "O", "O", "O", "O", "C", "C", "C", "C", "N", "H", "H", "H", "H", "H", "H", "H", "C", "C", "C", "C", "N", "H", "H", "H", "H", "H", "H", "H", "C", "C", "C", "C", "N", "H", "H", "H", "H", "H", "H", "H", "C", "C", "C", "C", "N", "H", "H", "H", "H", "H", "H", "H", "C", "C", "C", "C", "N", "H", "H", "H", "H", "H", "H", "H", "C", "C", "C", "C", "N", "H", "H", "H", "H", "H", "H", "H", "C", "C", "C", "C", "N", "H", "H", "H", "H", "H", "H", "H", "C", "C", "C", "C", "N", "H", "H", "H", "H", "H", "H", "H", "C", "C", "C", "C", "N", "H", "H", "H", "H", "H", "H", "H", "C", "C", "C", "C", "N", "H", "H", "H", "H", "H", "H", "H"], "coordinates": [[2.44005, -4.73852, 2.38360], [-0.03868, 0.08305, -0.05105], [0.34585, -0.75258, 1.03472], [-1.21653, 0.86824, 0.32096], [1.12481, 0.88489, -0.35278], [-0.32584, -0.68026, -1.20200], [2.21239, -2.44456, 4.99579], [2.85384, -3.36328, 5.96124], [2.52426, -1.07070, 5.25592], [2.66805, -2.78039, 3.69808], [0.84733, -2.79729, 5.05161], [-4.43731, 0.01982, 1.94412], [-5.70759, -0.44818, 2.64910], [-6.34338, 0.60798, 3.57700], [-6.58725, 1.95276, 2.95174], [-6.77649, 2.97869, 2.45994], [-4.66768, 0.76860, 1.18625], [-3.93977, -0.83909, 1.49375], [-3.72618, 0.46616, 2.63922], [-5.37544, -1.34112, 3.17867], [-6.36682, -0.73606, 1.83018], [-5.71501, 0.72611, 4.45979], [-7.31597, 0.21877, 3.87813], [4.26931, 1.91208, -3.74286], [4.02025, 2.86599, -2.55419], [4.45665, 2.21869, -1.21502], [5.87813, 1.85899, -1.17970], [6.99783, 1.58770, -1.13068], [5.34094, 1.87167, -3.93795], [3.90423, 2.36713, -4.66359], [3.89371, 0.90981, -3.53674], [2.95760, 3.09693, -2.47981], [4.58143, 3.78969, -2.69545], [3.79887, 1.35576, -1.11120], [4.19656, 2.75647, -0.30329], [-0.87503, 3.11296, -4.38890], [-0.04081, 2.13010, -3.55782], [0.50196, 0.86302, -4.33366], [-0.54221, 0.01015, -4.94170], [-1.32807, -0.65839, -5.42415], [-1.45289, 3.71048, -3.68382], [-1.55751, 2.61376, -5.07675], [-0.16223, 3.67269, -4.99448], [-0.50755, 1.86803, -2.60830], [0.83873, 2.71921, -3.29808], [1.22471, 0.25697, -3.78739], [1.06877, 1.23902, -5.18539], [-2.16093, 4.90009, 0.38965], [-0.72724, 4.87190, 0.83399], [0.21049, 4.51281, -0.26316], [1.60180, 4.47334, 0.22783], [2.69400, 4.46818, 0.59479], [-2.89413, 4.99154, 1.19100], [-2.39568, 3.94041, -0.07078], [-2.24720, 5.67966, -0.36727], [-0.62433, 4.22438, 1.70475], [-0.37309, 5.88424, 1.02853], [0.17601, 5.21805, -1.09355], [-0.01294, 3.51821, -0.64911], [-3.08994, -3.57603, 3.57766], [-3.22068, -3.68287, 2.07531], [-2.00750, -3.25320, 1.22868], [-0.65513, -3.68171, 1.73998], [0.39701, -4.05558, 2.11345], [-2.84030, -2.54040, 3.80841], [-2.21050, -4.14056, 3.88749], [-4.00714, -3.96020, 4.02405], [-4.15484, -3.16458, 1.85890], [-3.35603, -4.74744, 1.88437], [-1.97980, -2.16441, 1.18566], [-2.08038, -3.55730, 0.18450], [1.19525, -5.38602, -4.53490], [0.05776, -4.36771, -4.54123], [0.04456, -3.40298, -3.43101], [0.06502, -4.03376, -2.10573], [0.10651, -4.50915, -1.03346], [1.14112, -6.07140, -5.38072], [1.25266, -6.04607, -3.66937], [2.13625, -4.84052, -4.60604], [-0.82891, -4.99903, -4.48322], [0.05608, -3.75185, -5.44057], [-0.83254, -2.76677, -3.54948], [0.85698, -2.69465, -3.59335], [5.04905, 2.85550, 3.15149], [3.74322, 2.08588, 3.52865], [3.09653, 1.19204, 2.43386], [3.99591, 0.14659, 2.04792], [4.65761, -0.75505, 1.73521], [5.75207, 2.10462, 2.79087], [5.48795, 3.34904, 4.01860], [4.88860, 3.57428, 2.34792], [3.00890, 2.83157, 3.83329], [3.92453, 1.49590, 4.42706], [2.96444, 1.73737, 1.49937], [2.17113, 0.70179, 2.73616], [-4.89712, -0.50379, -4.09946], [-4.05302, 0.05344, -2.94239], [-3.64699, -1.07268, -1.95542], [-4.76767, -1.70653, -1.23676], [-5.66033, -2.16141, -0.67834], [-5.90065, -0.79754, -3.79168], [-4.40809, -1.38530, -4.51405], [-5.08890, 0.17231, -4.93266], [-4.59409, 0.84474, -2.42357], [-3.15871, 0.47590, -3.40048], [-3.08555, -0.51583, -1.20521], [-2.99169, -1.86522, -2.31675], [-1.78662, 2.49492, 3.76611], [-0.64328, 1.61203, 4.22297], [-1.00851, 0.10238, 4.13922], [-2.13208, -0.21086, 5.06994], [-3.02188, -0.38343, 5.78056], [-1.79121, 3.51435, 4.15193], [-2.69273, 2.00882, 4.12774], [-1.85625, 2.48851, 2.67836], [-0.42918, 1.70606, 5.28759], [0.30607, 1.83580, 3.73639], [-0.17123, -0.52941, 4.43573], [-1.29956, -0.30852, 3.17250], [5.79691, -2.03862, -1.26592], [4.54471, -1.96487, -2.11790], [3.26681, -1.64499, -1.31966], [3.01260, -2.58904, -0.18624], [2.76033, -3.36116, 0.68603], [6.67169, -2.12662, -1.91021], [5.79986, -2.92295, -0.62870], [6.00054, -1.17459, -0.63338], [4.47254, -2.86632, -2.72641], [4.75798, -1.21179, -2.87650], [2.42211, -1.63743, -2.00851], [3.30065, -0.65089, -0.87387]], "atomic_forces_ev_per_a": [[-1.55, 3.18, -1.75], [0.06, 1.96, 0.35], [-0.10, -1.42, 1.52], [1.15, -0.35, -0.27], [-0.11, 1.02, -0.06], [-0.75, -1.44, -1.52], [1.55, 3.16, -0.59], [-0.48, 0.02, 0.48], [-0.68, -2.20, 0.28], [1.17, -1.28, -1.74], [-1.44, -0.43, 1.36], [0.11, 0.40, 0.22], [0.80, 0.47, -0.90], [-0.19, -0.03, -0.53], [0.28, -0.56, 0.00], [0.15, -0.61, 0.30], [0.16, -0.05, -0.13], [-0.03, 0.08, -0.28], [0.04, 0.08, 0.11], [-0.71, 0.01, 0.53], [-0.40, -0.18, 0.34], [-0.09, 0.18, 0.05], [-0.01, 0.18, 0.27], [0.63, 1.08, 0.33], [0.39, -0.32, 0.24], [-0.60, -0.19, -0.28], [0.19, -0.26, 0.15], [-0.59, 0.10, -0.10], [0.16, -0.39, 0.25], [-0.56, -0.35, 0.02], [-0.18, 0.04, -0.29], [0.03, 0.11, 0.11], [-0.16, 0.08, -0.10], [0.38, -0.59, -0.01], [0.23, 0.70, -0.28], [0.21, -0.98, 0.02], [0.64, -0.53, -0.22], [-0.57, 1.03, -0.38], [1.21, 0.94, 1.13], [-0.90, -0.81, -0.46], [0.10, 0.38, -0.38], [-0.17, -0.03, 0.09], [-0.39, 0.45, 0.03], [-0.15, -0.31, -0.19], [0.27, -0.32, 0.31], [-0.34, 0.00, 0.39], [0.09, 0.12, -0.15], [-0.16, -0.48, -0.55], [-0.11, 1.06, 0.76], [1.04, -1.30, -0.61], [0.23, 0.05, -0.20], [-0.44, -0.13, -0.03], [0.21, 0.47, 0.02], [-0.08, -0.10, -0.26], [-0.54, 0.03, 0.06], [0.36, 0.12, -0.01], [-0.44, 0.15, 1.06], [-0.12, 0.07, -0.01], [0.05, -0.17, -0.20], [1.19, 0.42, -0.49], [0.01, -1.45, 0.31], [0.39, 0.75, 0.54], [1.67, -0.94, 0.48], [-2.17, 0.31, -0.53], [-0.57, 0.11, 0.56], [-0.14, -0.34, 0.41], [0.28, 0.32, 0.33], [0.35, 0.13, -0.98], [-0.39, -0.02, -0.35], [0.37, 0.26, 0.08], [0.16, -0.33, 0.07], [0.69, 0.40, -0.36], [-0.24, -2.12, -0.80], [-0.17, 1.02, 0.68], [0.32, -0.50, 2.56], [-0.11, 1.02, -2.70], [-0.09, 0.24, -0.18], [-0.29, 0.31, 0.32], [0.32, -0.19, -0.01], [-0.49, 0.43, -0.34], [-0.12, -0.43, -0.25], [-0.24, -0.03, 0.41], [0.39, -0.06, 0.64], [-0.67, -1.23, -0.33], [-0.07, 0.92, 0.20], [0.86, 0.93, 0.19], [1.23, -2.29, -0.50], [-0.71, 1.02, 0.34], [0.35, 0.14, -0.03], [-0.17, -0.02, -0.05], [-0.13, 0.04, 0.10], [-0.23, -0.03, -0.09], [0.08, -0.22, -0.05], [-0.60, 0.39, 0.13], [-0.17, 0.31, -0.01], [-0.38, -0.17, -0.03], [-0.56, -1.00, -1.17], [-0.10, 1.04, 0.81], [0.21, 0.47, -0.58], [-0.08, -0.21, 0.25], [0.04, -0.18, 0.34], [0.03, -0.03, -0.08], [0.42, 0.31, 0.13], [0.12, -0.07, 0.17], [0.21, 0.01, 0.39], [0.30, -0.34, 0.37], [-0.06, 0.21, -0.49], [-0.38, -0.49, -0.03], [0.17, -0.69, 0.55], [-0.37, -0.37, 0.26], [0.23, 0.32, -0.18], [0.31, -0.07, -0.27], [0.29, -0.08, -0.07], [-0.29, 0.31, 0.03], [0.04, 0.15, -0.05], [-0.09, 0.56, 0.13], [-0.09, -0.20, -0.34], [0.15, 0.15, 0.17], [-0.03, 0.52, -0.38], [0.65, -0.31, 0.15], [0.85, 0.11, 0.11], [0.16, -0.44, 0.08], [-1.11, -2.58, 2.54], [1.47, 1.96, -2.47], [-0.02, -0.08, -0.09], [-0.06, -0.05, 0.15], [-0.39, 0.09, -0.05], [-0.42, -0.28, 0.31], [-0.64, 0.48, 0.16], [-0.41, -0.24, 0.39], [0.07, -0.01, 0.16]]}